[1]
82
Properties=species:S:1:pos:R:3:lowdin_charge:R:1 method="wB97M-V/def2-TZVPD" smiles="NC(N)=O.NC(N)=O.CC(C)O.CC(C)O.CC(C)O.CC(C)O.CC(C)O.CO" total_energy_ha=-1537.6390 multiplicity=1 orbital_gap_ev=9.0 lumo_ev=-0.057 total_charge=0 relative_energy_kj_mol=1040.39
C -2.788 -2.168 1.842 -0.14
O -2.167 -3.092 1.021 -0.13
H -2.203 -1.311 2.092 0.06
H -3.062 -2.606 2.774 0.09
H -3.671 -1.881 1.360 0.06
H -2.174 -3.923 1.509 0.11
C -0.444 0.786 -0.392 -0.66
O -0.189 2.153 -0.117 -0.12
N -0.318 -0.198 0.374 0.17
N -1.086 0.430 -1.415 0.15
H 0.002 -0.042 1.401 0.14
H -0.704 -1.152 0.036 0.13
H -1.214 1.146 -2.098 0.09
H -1.335 -0.538 -1.739 0.09
C -0.959 -2.497 -2.594 -0.62
O 0.016 -2.848 -3.471 -0.05
N -0.859 -2.596 -1.313 0.13
N -2.019 -1.764 -2.926 0.13
H 0.069 -2.915 -1.060 0.09
H -1.615 -2.932 -0.667 0.12
H -1.946 -1.551 -3.954 0.15
H -2.882 -1.957 -2.434 0.12
C 2.220 0.620 4.494 -0.03
C 0.790 0.684 4.026 -0.63
C 0.480 2.053 3.350 -0.01
O 0.569 -0.103 3.102 -0.07
H 2.937 0.905 3.709 0.07
H 2.546 -0.351 4.794 0.07
H 2.289 1.288 5.342 0.08
H 0.222 0.539 4.913 0.14
H 0.820 2.800 4.065 0.07
H -0.665 2.208 3.163 0.12
H 0.918 2.172 2.405 0.04
H -0.004 -0.832 3.446 0.15
C 4.723 1.611 1.055 -0.03
C 4.322 0.862 -0.192 -0.59
C 2.788 1.072 -0.566 -0.01
O 5.052 1.269 -1.136 0.04
H 3.972 1.437 1.842 0.07
H 4.820 2.590 0.700 0.08
H 5.628 1.235 1.469 0.07
H 4.431 -0.210 -0.067 0.12
H 2.103 1.085 0.354 0.08
H 2.477 0.318 -1.115 0.00
H 2.577 1.945 -1.196 0.10
H 5.922 1.291 -0.827 0.09
C 0.914 0.825 -3.444 -0.01
C -0.167 1.192 -4.459 -0.68
C -0.701 2.598 -4.252 -0.02
O 0.106 0.949 -5.622 0.05
H 1.900 0.834 -3.874 0.10
H 0.834 -0.173 -3.176 0.04
H 0.866 1.278 -2.502 0.03
H -1.021 0.541 -4.318 0.11
H -1.413 2.804 -5.025 0.07
H 0.146 3.305 -4.381 0.11
H -1.163 2.717 -3.297 0.06
H -0.636 1.232 -6.220 0.15
C 2.627 -1.443 1.703 -0.02
C 2.052 -2.446 0.691 -0.54
C 0.962 -3.311 1.391 -0.04
O 1.599 -1.987 -0.424 -0.02
H 2.130 -0.620 1.372 0.00
H 3.713 -1.241 1.629 0.10
H 2.272 -1.633 2.709 0.07
H 2.863 -3.187 0.534 0.15
H 0.284 -2.632 1.874 0.04
H 1.449 -3.982 2.096 0.08
H 0.386 -4.030 0.770 0.08
H 1.167 -1.155 -0.181 0.05
C -5.511 1.192 -0.537 -0.03
C -3.977 1.045 -0.255 -0.62
C -3.748 1.703 1.147 -0.03
O -3.576 -0.121 -0.389 0.01
H -5.797 0.552 -1.350 0.06
H -5.806 2.225 -0.823 0.09
H -6.094 0.839 0.319 0.07
H -3.533 1.770 -0.875 0.11
H -4.343 1.243 1.896 0.06
H -3.829 2.774 1.040 0.08
H -2.693 1.448 1.446 0.07
H -2.645 -0.134 -0.574 0.04

[2]
11
Properties=species:S:1:pos:R:3:lowdin_charge:R:1 method="wB97M-V/def2-TZVPD" smiles="NC(=O)[C@H]1CO1" total_energy_ha=-322.5053 multiplicity=1 orbital_gap_ev=11.0 lumo_ev=0.967 total_charge=0 relative_energy_kj_mol=181.32
N -1.291 0.653 0.913 0.18
C -1.037 -0.395 0.100 -0.50
O -1.874 -0.990 -0.555 0.06
C 0.474 -0.680 0.081 -0.16
C 1.255 -0.025 -0.954 -0.11
O 1.377 0.433 0.378 -0.08
H -0.508 1.143 1.314 0.10
H -2.224 1.023 0.979 0.12
H 0.994 -1.373 0.715 0.15
H 2.088 -0.525 -1.439 0.12
H 0.745 0.738 -1.532 0.13

[3]
12
Properties=species:S:1:pos:R:3:lowdin_charge:R:1 method="wB97M-V/def2-TZVPD" smiles="[H]/N=C(/C=O)NC" total_energy_ha=-302.6346 multiplicity=1 orbital_gap_ev=9.6 lumo_ev=0.269 total_charge=0 relative_energy_kj_mol=153.52
C 1.576 0.310 -0.007 -0.10
N 0.450 -0.424 0.557 -0.02
C -0.835 -0.405 0.082 -0.44
N -1.767 -1.262 0.289 0.13
C -1.287 0.800 -0.711 -0.19
O -0.688 1.848 -0.765 0.06
H 1.509 0.333 -1.099 0.09
H 2.495 -0.232 0.237 0.08
H 1.647 1.344 0.346 0.08
H 0.582 -0.886 1.449 0.13
H -1.422 -2.060 0.827 0.05
H -2.260 0.635 -1.204 0.12

[4]
19
Properties=species:S:1:pos:R:3:lowdin_charge:R:1 method="wB97M-V/def2-TZVPD" smiles="C=C(C)CCCO" total_energy_ha=-310.9799 multiplicity=1 orbital_gap_ev=9.2 lumo_ev=0.980 total_charge=0 relative_energy_kj_mol=208.41
C 1.983 -0.850 -0.344 -0.05
C 0.644 -0.203 -0.519 -0.43
O 0.247 0.511 1.548 -0.11
C 0.520 0.980 -1.137 -0.01
C -1.123 0.878 1.180 -0.20
C -1.731 -0.154 0.185 -0.17
C -0.585 -1.057 -0.277 -0.16
H 2.795 -0.126 -0.232 0.08
H 2.126 -1.350 -1.310 0.09
H 2.056 -1.608 0.442 0.08
H 0.859 1.187 1.231 0.09
H 1.350 1.673 -1.227 0.06
H -0.364 1.183 -1.721 0.07
H -1.592 0.836 2.154 0.10
H -1.252 1.896 0.775 0.12
H -2.190 0.332 -0.688 0.10
H -2.533 -0.730 0.664 0.11
H -0.807 -1.576 -1.213 0.12
H -0.404 -1.821 0.490 0.12

[5]
55
Properties=species:S:1:pos:R:3:lowdin_charge:R:1 method="wB97M-V/def2-TZVPD" smiles="COC[C@H](C#N)[C@@H](C#N)ON=O.CCO.CCO.CCO.CCO" total_energy_ha=-1242.7702 multiplicity=1 orbital_gap_ev=8.8 lumo_ev=-1.137 total_charge=0 relative_energy_kj_mol=23.77
C -2.336 1.092 -3.402 -0.08
O -0.999 0.638 -3.327 -0.16
C -0.060 1.594 -3.675 -0.20
C 0.164 2.609 -2.553 -0.23
C 1.180 3.547 -2.978 -0.16
N 1.751 4.438 -3.456 0.19
C 0.540 1.926 -1.258 -0.31
C 1.436 0.777 -1.436 -0.11
N 2.069 -0.185 -1.581 0.23
O 1.082 2.871 -0.369 -0.08
N 1.360 2.236 0.912 0.03
O 0.591 2.556 1.703 0.14
H -2.421 2.160 -3.267 0.09
H -2.945 0.624 -2.659 0.07
H -2.782 0.848 -4.356 0.10
H -0.282 2.115 -4.597 0.14
H 0.876 1.081 -3.838 0.13
H -0.763 3.125 -2.378 0.15
H -0.366 1.537 -0.813 0.16
C 2.572 -2.399 1.854 -0.08
C 3.298 -1.149 2.318 -0.33
O 4.042 -0.556 1.256 -0.09
H 3.283 -3.124 1.459 0.08
H 2.017 -2.861 2.673 0.08
H 1.871 -2.165 1.054 0.04
H 4.011 -1.389 3.105 0.10
H 2.587 -0.413 2.714 0.10
H 3.428 -0.332 0.552 0.03
C -6.782 -0.562 -1.913 -0.09
C -6.018 0.658 -1.434 -0.31
O -5.238 1.238 -2.483 -0.10
H -6.095 -1.311 -2.305 0.07
H -7.359 -1.006 -1.102 0.08
H -7.470 -0.295 -2.719 0.07
H -5.321 0.386 -0.643 0.11
H -6.706 1.412 -1.038 0.11
H -5.840 1.496 -3.186 0.09
C -1.378 -2.737 -2.022 -0.08
C -0.905 -2.775 -0.580 -0.31
O 0.507 -2.943 -0.490 -0.10
H -1.093 -3.655 -2.536 0.08
H -2.463 -2.626 -2.078 0.07
H -0.919 -1.904 -2.558 0.06
H -1.352 -3.617 -0.054 0.11
H -1.195 -1.853 -0.059 0.10
H 0.922 -2.197 -0.933 0.03
C 4.722 0.481 5.279 -0.09
C 3.913 -0.300 6.297 -0.32
O 4.614 -0.453 7.530 -0.08
H 5.674 -0.014 5.088 0.08
H 4.181 0.576 4.339 0.05
H 4.946 1.484 5.651 0.07
H 3.707 -1.305 5.932 0.11
H 2.954 0.195 6.487 0.11
H 4.793 0.425 7.874 0.07

[6]
14
Properties=species:S:1:pos:R:3:lowdin_charge:R:1 method="wB97M-V/def2-TZVPD" smiles=C#CCC1CC1 total_energy_ha=-233.3160 multiplicity=1 orbital_gap_ev=11.1 lumo_ev=1.165 total_charge=0 relative_energy_kj_mol=186.50
C 2.660 -1.366 -0.369 0.10
C 1.811 -0.764 0.235 -0.14
C 0.765 0.048 0.857 -0.19
C -0.234 0.590 -0.152 -0.31
C -1.659 0.755 0.289 -0.13
C -1.335 -0.140 -0.873 -0.12
H 3.407 -1.891 -0.918 0.02
H 0.269 -0.488 1.676 0.12
H 1.237 0.925 1.321 0.12
H 0.225 1.351 -0.777 0.14
H -2.205 1.683 0.154 0.10
H -1.893 0.234 1.215 0.10
H -1.502 -1.211 -0.801 0.10
H -1.546 0.271 -1.858 0.10